C42H118N14O12 | wB97M-V/def2-TZVPD

Computed properties:
2S+1: 1
Lowest unoccupied orbital energy, eV: 0.28
Net charge: 0
SMILES: COC[C@H](C)N.COC[C@H](C)N.COC[C@H](C)N.COC[C@H](C)N.COC[C@H](C)N.COC[C@H](C)N.COC[C@H](C)N.COC[C@H](C)N.COC[C@H](C)N.COC[C@H](C)N.NC(N)=O.NC(N)=O
Relative energy (zero: lowest compared OMol25 entry of this formula, charge and spin), kJ/mol: 1004.63
DFT total energy, Ha: -3340.035880
E_HOMO, eV: -8.866

Bonds (Å) are listed after each position.
CARTESIAN COORDINATES (ANGSTROEM)
1 C 1.278 0.621 -8.497  O2 1.482, H7 1.090, H8 1.090, H9 1.090
2 O 0.690 1.963 -8.719  C1 1.482, C3 1.503
3 C 1.114 2.605 -10.011  O2 1.503, C4 1.524, H10 1.090, H11 1.090
4 C 0.372 1.944 -11.167  C3 1.524, C5 1.587, N6 1.445, H12 1.090
5 C 0.716 2.736 -12.498  C4 1.587, H13 1.090, H14 1.090, H15 1.090
6 N -1.064 2.049 -11.045  C4 1.445, H16 1.010, H17 1.010
7 H 2.364 0.702 -8.478  C1 1.090
8 H 0.849 -0.036 -9.254  C1 1.090
9 H 1.242 0.358 -7.440  C1 1.090
10 H 0.946 3.682 -10.052  C3 1.090
11 H 2.182 2.508 -10.202  C3 1.090
12 H 0.719 0.935 -11.392  C4 1.090
13 H 1.791 2.615 -12.626  C5 1.090
14 H 0.376 3.754 -12.310  C5 1.090
15 H 0.225 2.367 -13.399  C5 1.090
16 H -1.303 1.275 -10.443  N6 1.010
17 H -1.310 2.877 -10.522  N6 1.010
18 C 1.980 -12.565 -3.370  O19 1.441, H24 1.090, H25 1.090, H26 1.090
19 O 3.296 -12.006 -3.194  C18 1.441, C20 1.378
20 C 3.282 -10.718 -2.706  O19 1.378, C21 1.547, H27 1.090, H28 1.090
21 C 4.702 -10.108 -2.625  C20 1.547, C22 1.560, N23 1.450, H29 1.090
22 C 4.673 -8.615 -2.173  C21 1.560, H30 1.090, H31 1.090, H32 1.090
23 N 5.431 -10.285 -3.866  C21 1.450, H33 1.010, H34 1.010
24 H 1.228 -12.543 -2.581  C18 1.090
25 H 2.159 -13.613 -3.607  C18 1.090
26 H 1.529 -12.169 -4.280  C18 1.090
27 H 2.650 -10.036 -3.275  C20 1.090
28 H 2.852 -10.707 -1.704  C20 1.090
29 H 5.234 -10.756 -1.929  C21 1.090
30 H 3.919 -8.148 -2.807  C22 1.090
31 H 5.635 -8.126 -2.329  C22 1.090
32 H 4.389 -8.530 -1.124  C22 1.090
33 H 5.136 -9.616 -4.563  N23 1.010
34 H 4.992 -11.134 -4.191  N23 1.010
35 C 8.901 3.818 1.326  O36 1.424, H41 1.090, H42 1.090, H43 1.090
36 O 8.177 2.597 1.222  C35 1.424, C37 1.441
37 C 9.064 1.636 0.619  O36 1.441, C38 1.513, H44 1.090, H45 1.090
38 C 8.244 0.416 0.259  C37 1.513, C39 1.519, N40 1.524, H46 1.090
39 C 9.190 -0.743 -0.005  C38 1.519, H47 1.090, H48 1.090, H49 1.090
40 N 7.421 0.650 -1.002  C38 1.524, H50 1.010, H51 1.010
41 H 8.990 4.353 0.380  C35 1.090
42 H 9.926 3.650 1.657  C35 1.090
43 H 8.292 4.482 1.940  C35 1.090
44 H 9.493 1.989 -0.319  C37 1.090
45 H 9.970 1.344 1.151  C37 1.090
46 H 7.696 -0.017 1.095  C38 1.090
47 H 8.781 -1.625 -0.497  C39 1.090
48 H 9.725 -1.225 0.813  C39 1.090
49 H 9.837 -0.395 -0.809  C39 1.090
50 H 8.079 0.766 -1.760  N40 1.010
51 H 6.905 1.519 -1.010  N40 1.010
52 C -10.243 -2.449 -1.152  O53 1.422, H58 1.090, H59 1.090, H60 1.090
53 O -8.862 -2.421 -0.813  C52 1.422, C54 1.478
54 C -8.714 -2.583 0.649  O53 1.478, C55 1.584, H61 1.090, H62 1.090
55 C -7.221 -2.647 1.172  C54 1.584, C56 1.579, N57 1.402, H63 1.090
56 C -7.122 -2.723 2.746  C55 1.579, H64 1.090, H65 1.090, H66 1.090
57 N -6.477 -1.565 0.682  C55 1.402, H67 1.010, H68 1.010
58 H -10.732 -1.671 -0.566  C52 1.090
59 H -10.695 -3.436 -1.053  C52 1.090
60 H -10.156 -2.115 -2.186  C52 1.090
61 H -9.241 -1.772 1.152  C54 1.090
62 H -9.181 -3.482 1.052  C54 1.090
63 H -6.646 -3.505 0.822  C55 1.090
64 H -6.118 -2.608 3.155  C56 1.090
65 H -7.476 -3.684 3.120  C56 1.090
66 H -7.803 -2.031 3.240  C56 1.090
67 H -5.528 -1.567 1.027  N57 1.010
68 H -6.889 -0.675 0.925  N57 1.010
69 C -4.886 2.562 8.427  O70 1.455, H75 1.090, H76 1.090, H77 1.090
70 O -5.636 3.808 8.458  C69 1.455, C71 1.445
71 C -6.292 3.981 9.734  O70 1.445, C72 1.446, H78 1.090, H79 1.090
72 C -5.560 5.006 10.444  C71 1.446, C73 1.524, N74 1.461, H80 1.090
73 C -4.090 4.731 10.735  C72 1.524, H81 1.090, H82 1.090, H83 1.090
74 N -6.223 5.405 11.683  C72 1.461, H84 1.010, H85 1.010
75 H -5.490 1.690 8.679  C69 1.090
76 H -4.081 2.609 9.161  C69 1.090
77 H -4.375 2.265 7.511  C69 1.090
78 H -7.333 4.287 9.623  C71 1.090
79 H -6.294 3.044 10.289  C71 1.090
80 H -5.600 5.850 9.755  C72 1.090
81 H -3.633 4.631 9.750  C73 1.090
82 H -3.734 3.812 11.202  C73 1.090
83 H -3.685 5.629 11.200  C73 1.090
84 H -7.181 5.678 11.517  N74 1.010
85 H -5.633 6.119 12.084  N74 1.010
86 C 3.148 5.578 -3.345  O87 1.387, H92 1.090, H93 1.090, H94 1.090
87 O 4.473 5.180 -3.452  C86 1.387, C88 1.432
88 C 5.429 6.193 -3.117  O87 1.432, C89 1.541, H95 1.090, H96 1.090
89 C 5.602 7.113 -4.342  C88 1.541, C90 1.516, N91 1.483, H97 1.090
90 C 6.155 6.491 -5.609  C89 1.516, H98 1.090, H99 1.090, H100 1.090
91 N 6.687 8.071 -4.019  C89 1.483, H101 1.010, H102 1.010
92 H 2.668 4.675 -2.968  C86 1.090
93 H 2.663 6.131 -4.150  C86 1.090
94 H 3.115 6.191 -2.445  C86 1.090
95 H 5.327 6.701 -2.159  C88 1.090
96 H 6.266 5.507 -2.982  C88 1.090
97 H 4.689 7.702 -4.427  C89 1.090
98 H 6.091 7.279 -6.360  C90 1.090
99 H 5.492 5.696 -5.951  C90 1.090
100 H 7.194 6.169 -5.676  C90 1.090
101 H 6.733 8.638 -4.853  N91 1.010
102 H 6.356 8.697 -3.298  N91 1.010
103 C -3.609 6.514 0.165  O104 1.415, H109 1.090, H110 1.090, H111 1.090
104 O -3.497 7.283 -1.018  C103 1.415, C105 1.410
105 C -4.043 8.583 -0.981  O104 1.410, C106 1.530, H112 1.090, H113 1.090
106 C -5.562 8.705 -0.843  C105 1.530, C107 1.557, N108 1.453, H114 1.090
107 C -6.347 8.031 -2.007  C106 1.557, H115 1.090, H116 1.090, H117 1.090
108 N -6.075 10.058 -0.714  C106 1.453, H118 1.010, H119 1.010
109 H -2.902 6.819 0.936  C103 1.090
110 H -3.423 5.482 -0.134  C103 1.090
111 H -4.623 6.519 0.565  C103 1.090
112 H -3.378 9.184 -0.361  C105 1.090
113 H -3.834 8.856 -2.016  C105 1.090
114 H -5.883 8.505 0.179  C106 1.090
115 H -6.055 6.981 -1.978  C107 1.090
116 H -6.043 8.449 -2.967  C107 1.090
117 H -7.424 8.146 -1.890  C107 1.090
118 H -6.930 10.172 -0.188  N108 1.010
119 H -5.366 10.454 -0.114  N108 1.010
120 C -1.734 -7.107 7.350  O121 1.437, H126 1.090, H127 1.090, H128 1.090
121 O -2.166 -6.535 8.595  C120 1.437, C122 1.401
122 C -2.261 -5.142 8.712  O121 1.401, C123 1.574, H129 1.090, H130 1.090
123 C -3.054 -4.689 9.994  C122 1.574, C124 1.488, N125 1.435, H131 1.090
124 C -4.445 -5.214 9.961  C123 1.488, H132 1.090, H133 1.090, H134 1.090
125 N -3.128 -3.256 10.031  C123 1.435, H135 1.010, H136 1.010
126 H -2.660 -7.586 7.031  C120 1.090
127 H -0.958 -7.852 7.527  C120 1.090
128 H -1.380 -6.428 6.574  C120 1.090
129 H -1.304 -4.625 8.634  C122 1.090
130 H -2.742 -4.726 7.827  C122 1.090
131 H -2.707 -4.961 10.991  C123 1.090
132 H -5.025 -5.176 9.038  C124 1.090
133 H -5.097 -4.621 10.603  C124 1.090
134 H -4.504 -6.195 10.432  C124 1.090
135 H -3.340 -3.093 11.005  N125 1.010
136 H -2.217 -2.921 9.750  N125 1.010
137 C -6.105 -7.000 -4.782  O138 1.393, H143 1.090, H144 1.090, H145 1.090
138 O -4.950 -6.274 -5.064  C137 1.393, C139 1.424
139 C -4.955 -4.902 -4.684  O138 1.424, C140 1.561, H146 1.090, H147 1.090
140 C -3.526 -4.275 -4.649  C139 1.561, C141 1.504, N142 1.502, H148 1.090
141 C -2.393 -5.129 -4.149  C140 1.504, H149 1.090, H150 1.090, H151 1.090
142 N -3.553 -2.941 -3.960  C140 1.502, H152 1.010, H153 1.010
143 H -6.238 -7.106 -3.705  C137 1.090
144 H -6.124 -8.009 -5.194  C137 1.090
145 H -6.924 -6.535 -5.330  C137 1.090
146 H -5.565 -4.461 -5.472  C139 1.090
147 H -5.505 -4.811 -3.748  C139 1.090
148 H -3.304 -4.003 -5.681  C140 1.090
149 H -2.438 -6.142 -4.548  C141 1.090
150 H -2.424 -5.120 -3.059  C141 1.090
151 H -1.451 -4.736 -4.531  C141 1.090
152 H -2.761 -2.622 -3.420  N142 1.010
153 H -4.325 -2.863 -3.314  N142 1.010
154 C 0.960 1.139 4.335  O155 1.458, H160 1.090, H161 1.090, H162 1.090
155 O 1.031 -0.190 3.741  C154 1.458, C156 1.368
156 C 1.192 -0.199 2.383  O155 1.368, C157 1.502, H163 1.090, H164 1.090
157 C 1.561 -1.556 1.854  C156 1.502, C158 1.542, N159 1.462, H165 1.090
158 C 2.529 -2.361 2.744  C157 1.542, H166 1.090, H167 1.090, H168 1.090
159 N 2.016 -1.599 0.465  C157 1.462, H169 1.010, H170 1.010
160 H 0.697 1.053 5.389  C154 1.090
161 H 0.250 1.817 3.861  C154 1.090
162 H 1.968 1.552 4.310  C154 1.090
163 H 0.300 0.249 1.945  C156 1.090
164 H 2.100 0.349 2.133  C156 1.090
165 H 0.535 -1.921 1.900  C157 1.090
166 H 2.192 -2.101 3.748  C158 1.090
167 H 3.539 -2.014 2.527  C158 1.090
168 H 2.419 -3.437 2.615  C158 1.090
169 H 2.776 -2.263 0.516  N159 1.010
170 H 2.383 -0.706 0.170  N159 1.010
171 N 8.816 -3.947 -7.158  C172 1.333, H175 1.010, H176 1.010
172 C 8.439 -3.028 -6.270  N171 1.333, N173 1.331, O174 1.213
173 N 7.285 -3.313 -5.673  C172 1.331, H177 1.010, H178 1.010
174 O 9.097 -2.065 -5.935  C172 1.213
175 H 8.083 -4.435 -7.654  N171 1.010
176 H 9.767 -4.027 -7.489  N171 1.010
177 H 6.765 -4.108 -6.016  N173 1.010
178 H 7.045 -2.861 -4.802  N173 1.010
179 N 4.582 7.972 5.606  C180 1.301, H183 1.010, H184 1.010
180 C 3.360 7.764 6.001  N179 1.301, N181 1.375, O182 1.201
181 N 3.278 6.722 6.893  C180 1.375, H185 1.010, H186 1.010
182 O 2.505 8.354 5.398  C180 1.201
183 H 5.331 7.304 5.719  N179 1.010
184 H 4.595 8.726 4.934  N179 1.010
185 H 2.483 6.413 7.433  N181 1.010
186 H 4.156 6.355 7.234  N181 1.010